Density functional theory data (the ωB97M-V functional and the def2-TZVPD basis) for 15 unconnected molecules or ions with the total composition C30H90O15 at a distorted geometry.

Each line ends with the Löwdin charge.
Cartesian coordinates (Å):
C1 1.355 5.684 4.766  -0.0617
C2 0.015 5.606 3.934  -0.2567
O1 -1.083 5.525 4.879  -0.1119
H1 2.152 5.600 4.028  0.0707
H2 1.346 4.919 5.542  0.0686
H3 1.456 6.594 5.357  0.0669
H4 0.030 4.750 3.261  0.0776
H5 -0.147 6.553 3.418  0.1054
H6 -1.396 6.388 5.159  0.0955
C3 -2.666 -4.628 -1.259  -0.0924
C4 -2.562 -3.922 -2.613  -0.3046
O2 -3.466 -4.639 -3.440  -0.0945
H7 -3.683 -4.870 -0.952  0.0780
H8 -2.191 -4.016 -0.492  0.0541
H9 -2.130 -5.574 -1.186  0.0694
H10 -1.609 -4.049 -3.125  0.1073
H11 -2.865 -2.880 -2.505  0.1102
H12 -2.911 -5.415 -3.547  0.0747
C5 -3.644 -1.754 1.444  -0.0470
C6 -2.875 -1.348 2.737  -0.3310
O3 -1.669 -1.943 2.659  -0.0891
H13 -4.646 -1.328 1.504  0.0714
H14 -3.699 -2.834 1.309  0.0659
H15 -3.157 -1.335 0.564  0.0477
H16 -3.378 -1.768 3.609  0.1102
H17 -2.737 -0.278 2.892  0.0940
H18 -1.183 -1.861 3.483  0.0490
C7 -2.039 2.598 3.506  -0.0834
C8 -2.278 2.351 5.040  -0.2849
O4 -1.116 2.777 5.727  -0.0797
H19 -1.024 2.227 3.365  0.0613
H20 -2.104 3.650 3.229  0.0526
H21 -2.612 2.053 2.756  0.0437
H22 -2.312 1.262 5.054  0.0898
H23 -3.265 2.690 5.353  0.1094
H24 -1.047 3.718 5.552  0.0294
C9 -1.806 -4.912 5.983  -0.0797
C10 -2.542 -5.607 4.794  -0.2986
O5 -3.474 -6.502 5.384  -0.0879
H25 -1.027 -4.261 5.589  0.0528
H26 -1.357 -5.635 6.664  0.0705
H27 -2.462 -4.238 6.534  0.0659
H28 -1.910 -6.232 4.162  0.1071
H29 -2.970 -4.856 4.130  0.0982
H30 -4.312 -6.034 5.376  0.0780
C11 -0.875 4.722 0.718  -0.0818
C12 -0.274 4.735 -0.663  -0.2343
O6 -0.829 3.531 -1.338  -0.1238
H31 -0.544 3.851 1.284  0.0676
H32 -1.964 4.696 0.675  0.0690
H33 -0.527 5.611 1.243  0.0656
H34 0.815 4.696 -0.620  0.1027
H35 -0.510 5.616 -1.259  0.1142
H36 -0.728 3.689 -2.280  0.0353
C13 2.305 -3.599 -1.199  -0.0639
C14 3.178 -2.833 -0.220  -0.3347
O7 3.019 -1.466 -0.153  -0.0822
H37 2.752 -4.587 -1.308  0.0796
H38 2.421 -3.242 -2.222  0.0554
H39 1.254 -3.568 -0.913  0.0718
H40 4.216 -3.010 -0.501  0.1150
H41 3.004 -3.296 0.752  0.1140
H42 2.333 -1.378 0.513  0.0360
C15 4.561 -5.220 -6.143  -0.1067
C16 3.709 -3.989 -6.103  -0.3095
O8 3.626 -3.571 -4.724  -0.1042
H43 4.491 -5.697 -7.121  0.0673
H44 4.233 -5.988 -5.442  0.0743
H45 5.642 -5.163 -6.016  0.0708
H46 2.719 -4.219 -6.498  0.0984
H47 4.159 -3.169 -6.662  0.1106
H48 2.960 -2.887 -4.627  0.0191
C17 -5.482 3.077 -0.285  -0.0736
C18 -4.068 2.578 0.130  -0.3111
O9 -3.376 2.227 -1.030  -0.0919
H49 -5.413 3.997 -0.865  0.0667
H50 -6.161 3.318 0.532  0.0634
H51 -6.017 2.402 -0.955  0.0675
H52 -4.034 1.715 0.795  0.0943
H53 -3.549 3.430 0.569  0.0809
H54 -2.494 2.589 -1.145  0.0293
C19 4.660 0.879 2.089  -0.0755
C20 4.716 1.178 0.600  -0.3823
O10 5.614 2.163 0.354  -0.0517
H55 4.520 1.687 2.807  0.0761
H56 5.641 0.522 2.403  0.0780
H57 3.980 0.049 2.281  0.0547
H58 3.756 1.549 0.239  0.0979
H59 4.991 0.260 0.081  0.1102
H60 5.949 2.005 -0.531  0.0894
C21 1.625 1.960 -2.376  -0.0686
C22 2.914 1.270 -2.801  -0.2505
O11 2.649 -0.114 -2.892  -0.0758
H61 1.187 1.542 -1.470  0.0375
H62 0.792 1.780 -3.055  0.0685
H63 1.671 3.022 -2.138  0.0703
H64 3.686 1.356 -2.036  0.0958
H65 3.215 1.841 -3.680  0.1187
H66 2.977 -0.509 -2.080  0.0775
C23 -1.801 1.833 -5.082  -0.0934
C24 -1.068 3.062 -5.381  -0.3342
O12 -1.136 3.983 -4.285  -0.0729
H67 -2.775 2.095 -4.667  0.0906
H68 -1.310 1.262 -4.294  0.0619
H69 -1.874 1.225 -5.984  0.0884
H70 -1.506 3.506 -6.275  0.1117
H71 -0.065 2.841 -5.747  0.1105
H72 -0.759 4.825 -4.549  0.0922
C25 -0.605 -0.141 -0.606  -0.0598
C26 0.199 0.143 0.604  -0.3052
O13 0.743 -1.010 1.209  -0.0777
H73 -1.424 -0.839 -0.436  0.0644
H74 0.076 -0.562 -1.346  0.0730
H75 -0.958 0.756 -1.115  0.0642
H76 -0.370 0.795 1.267  0.1129
H77 1.093 0.706 0.336  0.0971
H78 0.055 -1.219 1.845  0.0548
C27 0.494 -2.073 -6.557  -0.0575
C28 0.624 -1.225 -5.252  -0.2656
O14 1.988 -1.333 -4.927  -0.1367
H79 -0.346 -1.802 -7.197  0.0635
H80 0.420 -3.125 -6.279  0.0632
H81 1.412 -2.083 -7.144  0.0668
H82 0.189 -1.605 -4.327  0.1101
H83 0.364 -0.173 -5.366  0.0897
H84 2.242 -0.609 -4.351  0.0212
C29 2.039 0.369 4.463  -0.0728
C30 1.515 -1.076 4.592  -0.2846
O15 0.100 -1.099 4.620  -0.0820
H85 1.828 1.017 5.314  0.0737
H86 1.605 0.946 3.647  0.0683
H87 3.103 0.266 4.248  0.0511
H88 2.008 -1.548 5.443  0.1126
H89 1.916 -1.656 3.761  0.1067
H90 -0.109 -0.716 5.475  0.1003

Calculated values
- E_HOMO: -9.35 eV
- Lowest unoccupied orbital energy: 0.010 hartree
- Total energy: -2325.36691 a.u.
- HOMO-LUMO gap: 9.61 eV
- Largest force on an atom: 3.5 eV/A